# C38H30ClNO5PSr

A structure of composition C38H30ClNO5PSr (ωB97M-V with the def2-TZVPD basis set, the Open Molecules 2025 dataset).

Cartesian coordinates (Å):
Sr  1.278  1.184  0.543
O  0.686  -0.431  3.440
C  0.781  -1.234  2.498
O  1.427  -1.004  1.426
C  0.066  -2.569  2.619
P  -0.239  -3.487  1.054
C  -1.239  -2.302  0.087
C  -2.030  -1.303  0.658
C  -2.717  -0.401  -0.136
C  -2.629  -0.480  -1.517
C  -1.852  -1.469  -2.101
C  -1.158  -2.368  -1.302
C  -1.505  -4.634  1.709
C  -1.097  -5.679  2.536
C  -2.013  -6.577  3.056
C  -3.361  -6.466  2.741
C  -3.779  -5.443  1.904
C  -2.861  -4.534  1.398
H  -0.855  -2.410  3.186
H  0.680  -3.227  3.244
H  -2.090  -1.212  1.737
H  -3.279  0.400  0.323
H  -3.138  0.251  -2.134
H  -1.755  -1.527  -3.178
H  -0.518  -3.113  -1.762
H  -0.046  -5.800  2.777
H  -1.667  -7.374  3.703
H  -4.073  -7.175  3.142
H  -4.827  -5.346  1.646
H  -3.203  -3.736  0.752
C  1.668  1.414  -4.446
C  2.999  1.128  -4.721
C  3.880  0.962  -3.668
C  3.427  1.080  -2.347
C  2.082  1.339  -2.016
C  1.241  1.508  -3.129
C  4.406  0.895  -1.226
C  5.815  0.961  -1.480
C  6.706  0.786  -0.474
C  6.235  0.520  0.836
C  7.089  0.314  1.941
C  6.570  0.065  3.180
C  5.172  0.005  3.359
C  4.322  0.202  2.305
C  4.839  0.477  1.014
N  3.951  0.690  -0.007
H  0.965  1.547  -5.263
H  3.343  1.026  -5.744
H  4.908  0.711  -3.897
H  0.182  1.708  -2.974
H  6.157  1.186  -2.476
H  7.773  0.855  -0.651
H  8.162  0.355  1.791
H  7.226  -0.094  4.026
H  4.760  -0.211  4.337
H  3.254  0.098  2.443
C  -5.649  2.664  0.164
C  -4.677  3.035  -0.913
C  -5.002  2.909  -2.254
C  -4.090  3.266  -3.234
Cl  -4.530  3.088  -4.916
C  -2.843  3.752  -2.902
C  -2.498  3.882  -1.563
C  -3.405  3.523  -0.575
O  -3.170  3.613  0.761
C  -1.901  4.056  1.199
C  -0.759  3.059  0.933
O  -1.045  1.986  0.370
O  0.386  3.405  1.299
H  -6.556  2.245  -0.270
H  -5.921  3.534  0.766
H  -5.224  1.934  0.854
H  -5.973  2.526  -2.541
H  -2.132  4.015  -3.672
H  -1.507  4.234  -1.318
H  -1.985  4.183  2.279
H  -1.646  5.030  0.772

## Properties
HOMO energy   -4.89 eV
Total charge   -1
Orbital gap   0.270 Eh
Energy above the lowest of the compared OMol25 structures with the same formula, charge and spin   0.0 kcal per mole
Largest force on an atom   0.71 eV/A

=====

# C38H30FN3O4PdSi

A structure of composition C38H30FN3O4PdSi (ωB97M-V with the def2-TZVPD basis set, the Open Molecules 2025 dataset).

Cartesian coordinates (Å):
Pd  1.859  -0.731  -0.380
O  -1.576  0.661  2.704
C  -0.619  0.228  1.948
O  -0.702  0.163  0.700
C  0.580  -0.240  2.697
C  0.493  -0.246  4.085
C  1.587  -0.679  4.808
C  2.697  -1.109  4.113
C  2.702  -1.097  2.718
N  1.663  -0.644  2.005
C  3.924  -1.592  1.958
O  4.807  -2.327  2.629
O  4.107  -1.346  0.802
H  -2.391  0.887  2.208
H  -0.406  0.089  4.579
H  1.573  -0.681  5.889
H  3.565  -1.423  4.676
H  4.537  -2.574  3.520
C  -0.510  0.618  -4.702
C  -0.281  1.817  -4.041
C  -0.680  1.965  -2.721
C  -1.306  0.909  -2.050
C  -1.545  -0.291  -2.735
C  -1.143  -0.436  -4.052
Si  -1.912  1.109  -0.338
C  -3.481  0.217  0.049
C  -3.530  -0.998  0.746
C  -4.734  -1.652  0.959
C  -5.912  -1.099  0.479
C  -5.885  0.097  -0.227
C  -4.683  0.747  -0.444
C  -1.721  2.780  0.430
C  -2.834  3.577  0.713
C  -2.678  4.845  1.259
C  -1.410  5.330  1.535
C  -0.291  4.549  1.268
C  -0.446  3.289  0.716
H  -0.209  0.508  -5.735
H  0.193  2.639  -4.559
H  -0.520  2.912  -2.218
H  -2.080  -1.100  -2.248
H  -1.341  -1.358  -4.581
H  -2.622  -1.471  1.105
H  -4.750  -2.597  1.483
H  -6.852  -1.609  0.642
H  -6.803  0.517  -0.617
H  -4.683  1.663  -1.024
H  -3.835  3.212  0.519
H  -3.549  5.450  1.470
H  -1.290  6.316  1.961
H  0.698  4.931  1.486
H  0.439  2.697  0.508
N  -3.306  -4.346  -0.584
C  -2.161  -4.291  -0.652
C  -0.734  -4.177  -0.769
C  0.089  -5.234  -1.145
C  1.451  -5.003  -1.216
C  1.945  -3.744  -0.918
N  1.151  -2.725  -0.559
C  -0.162  -2.945  -0.489
H  -0.331  -6.204  -1.372
H  2.134  -5.791  -1.500
H  3.005  -3.530  -0.959
H  -0.785  -2.112  -0.198
F  5.573  2.587  0.748
C  4.768  1.896  -0.062
C  5.371  0.969  -0.936
C  4.593  0.231  -1.772
C  3.182  0.418  -1.776
C  2.220  -0.463  -2.360
C  2.608  1.383  -0.912
C  3.427  2.127  -0.029
H  6.446  0.856  -0.907
H  5.033  -0.512  -2.423
H  2.452  -1.328  -2.967
H  1.211  -0.065  -2.479
H  1.576  1.678  -1.073
H  3.029  2.900  0.614

## Properties
HOMO energy   -13.65 eV
Total charge   +2
Orbital gap   0.243 Eh
Energy above the lowest of the compared OMol25 structures with the same formula, charge and spin   0.0 kcal per mole
Largest force on an atom   0.78 eV/A

=====

# C38H30N11Re

A structure of composition C38H30N11Re in a non-equilibrium geometry (ωB97M-V with the def2-TZVPD basis set, the Open Molecules 2025 dataset).

Cartesian coordinates (Å):
Re  0.158  -0.052  0.000
C  -0.155  -1.398  -4.193
C  0.366  -1.192  -2.918
N  -0.444  -0.920  -1.894
C  -1.780  -0.860  -2.131
C  -2.259  -1.036  -3.420
N  -1.450  -1.296  -4.441
C  -2.611  -0.760  -0.914
C  -3.969  -0.986  -0.811
C  -4.539  -1.168  0.458
C  -3.669  -1.292  1.556
C  -2.323  -1.064  1.376
N  -1.854  -0.641  0.190
C  -1.213  -1.515  2.239
C  -1.375  -2.065  3.497
N  -0.385  -2.688  4.129
C  0.766  -2.792  3.493
C  0.982  -2.204  2.245
N  0.006  -1.545  1.624
C  -5.989  -1.341  0.628
C  -6.778  -1.936  -0.354
C  -8.140  -2.056  -0.123
N  -8.736  -1.618  0.980
C  -7.984  -1.049  1.913
C  -6.610  -0.895  1.794
H  0.500  -1.638  -5.021
H  1.428  -1.233  -2.717
H  -3.317  -0.970  -3.639
H  -4.590  -1.054  -1.693
H  -4.056  -1.650  2.500
H  -2.327  -2.017  4.010
H  1.562  -3.344  3.977
H  1.940  -2.273  1.753
H  -6.359  -2.345  -1.264
H  -8.779  -2.531  -0.859
H  -8.499  -0.698  2.799
H  -6.057  -0.403  2.584
C  5.333  -1.681  3.819
C  4.472  -1.159  2.708
C  4.556  -1.703  1.421
C  3.770  -1.227  0.387
C  2.883  -0.173  0.607
N  2.079  0.387  -0.433
C  2.674  1.113  -1.443
C  4.072  1.111  -1.621
C  4.670  1.735  -2.688
C  3.909  2.407  -3.646
C  4.540  3.083  -4.821
C  2.532  2.476  -3.447
C  1.914  1.877  -2.361
N  0.517  2.140  -2.159
C  -0.223  3.059  -2.815
C  -1.441  3.188  -2.185
C  -1.382  2.302  -1.124
N  -0.195  1.677  -1.097
C  2.756  0.339  1.901
C  3.538  -0.150  2.938
N  1.769  1.328  2.169
C  1.802  2.326  3.069
C  0.543  2.885  3.136
C  -0.222  2.156  2.234
N  0.515  1.206  1.651
H  6.334  -1.911  3.457
H  4.916  -2.605  4.226
H  5.414  -0.963  4.632
H  5.256  -2.506  1.229
H  3.860  -1.645  -0.608
H  4.690  0.598  -0.901
H  5.747  1.697  -2.791
H  5.561  2.742  -4.973
H  4.568  4.164  -4.664
H  3.974  2.898  -5.734
H  1.960  3.038  -4.170
H  0.160  3.592  -3.665
H  -2.245  3.849  -2.455
H  -2.131  2.073  -0.383
H  3.415  0.247  3.938
H  2.713  2.570  3.591
H  0.230  3.712  3.747
H  -1.260  2.275  1.971

## Properties
HOMO energy (alpha / beta)   -14.28 / -14.69 eV
⟨S²⟩   3.7876
Total charge   +3
Multiplicity   4
Orbital gap (alpha / beta)   0.180 / 0.080 Eh
Largest force on an atom   4.46 eV/A